Entry 1:
{"formula": "C11H38N13O8", "method": "ωB97M-V with the def2-TZVPD basis set", "species": ["C", "O", "H", "H", "H", "C", "O", "N", "N", "H", "H", "H", "H", "C", "O", "N", "N", "H", "H", "H", "H", "C", "O", "N", "N", "H", "H", "H", "H", "C", "O", "N", "N", "H", "H", "H", "H", "C", "O", "N", "N", "H", "H", "H", "H", "C", "O", "N", "N", "H", "H", "H", "H", "C", "C", "C", "O", "C", "N", "H", "H", "H", "H", "H", "H", "H", "H", "H", "H", "H"], "positions_angstrom": [[0.419, -0.319, 0.315], [-0.375, 0.315, 1.237], [1.035, 0.369, -0.336], [1.242, -0.807, 0.885], [-0.085, -1.039, -0.355], [-1.822, 3.847, 1.703], [-1.970, 5.068, 1.853], [-2.832, 2.969, 1.948], [-0.605, 3.291, 1.465], [-2.688, 1.972, 1.904], [-3.676, 3.261, 2.399], [-0.620, 2.302, 1.187], [0.183, 3.884, 1.628], [-0.601, -4.859, 1.858], [-0.638, -4.495, 3.009], [-1.054, -4.144, 0.776], [0.020, -6.059, 1.502], [-1.070, -4.649, -0.092], [-1.758, -3.429, 0.932], [0.485, -6.498, 2.276], [0.452, -6.111, 0.597], [2.905, 2.336, 2.774], [2.522, 1.496, 3.563], [2.558, 2.332, 1.447], [3.712, 3.384, 3.174], [2.015, 1.515, 1.201], [2.958, 3.031, 0.855], [4.041, 4.041, 2.494], [3.964, 3.385, 4.143], [3.070, -4.011, 3.062], [2.165, -3.849, 3.839], [3.052, -3.533, 1.764], [4.255, -4.637, 3.410], [2.397, -2.790, 1.592], [3.623, -3.954, 1.060], [5.009, -4.680, 2.751], [4.239, -5.243, 4.208], [-3.728, -1.185, 0.991], [-3.094, -2.167, 1.352], [-3.168, 0.041, 0.758], [-5.055, -1.270, 0.649], [-2.147, 0.143, 0.933], [-3.657, 0.672, 0.150], [-5.613, -0.457, 0.472], [-5.472, -2.181, 0.643], [3.000, 2.671, -2.658], [3.549, 1.644, -3.003], [2.182, 2.777, -1.562], [3.156, 3.851, -3.355], [1.982, 1.942, -1.040], [1.852, 3.697, -1.337], [3.959, 3.863, -3.957], [2.715, 4.732, -3.169], [-1.415, 2.145, -1.935], [-1.364, 1.041, -2.982], [-2.382, -0.087, -2.900], [-2.306, -1.018, -3.963], [-1.101, -1.761, -3.926], [-1.551, 1.754, -4.277], [-1.168, 1.831, -0.919], [-2.337, 2.735, -1.871], [-0.686, 2.894, -2.249], [-0.364, 0.600, -2.972], [-3.363, 0.398, -2.988], [-2.437, -0.594, -1.928], [-0.937, -2.197, -2.938], [-0.247, -1.170, -4.270], [-1.174, -2.573, -4.654], [-2.270, 2.459, -4.167], [-1.885, 1.078, -4.958]], "forces_ev_per_angstrom": [[0.6, 0.7, 1.3], [-0.8, 0.7, -1.0], [-0.4, 0.0, -0.3], [-0.1, -0.7, -0.4], [0.1, -0.1, 0.0], [0.6, 1.4, 1.4], [-0.2, -0.4, -0.2], [-0.5, -0.9, -0.6], [-1.4, -0.3, -0.7], [0.2, 0.1, 0.2], [0.1, 0.4, -0.2], [1.2, -0.3, 0.6], [0.2, -0.2, -0.3], [0.6, 0.4, -0.1], [-0.6, -0.2, 0.1], [0.1, -0.4, 0.1], [-0.4, -0.2, 0.0], [-0.3, 0.2, -0.1], [0.1, 0.1, 0.1], [0.3, 0.1, -0.1], [0.2, -0.1, 0.1], [-0.2, -0.2, 0.4], [0.2, 0.1, -0.1], [0.3, 0.0, 1.3], [-0.4, -0.4, -0.5], [-0.1, 0.3, -0.5], [-0.2, -0.4, -0.6], [0.3, 0.2, 0.4], [0.2, 0.2, 0.0], [0.2, 0.3, -0.3], [0.0, 0.0, 0.3], [0.0, -0.1, 0.8], [-0.2, -0.1, -0.3], [-0.1, -0.2, -0.4], [0.0, 0.3, -0.2], [0.1, -0.2, 0.1], [0.1, 0.0, 0.0], [0.8, 0.3, -1.0], [-0.5, 0.1, 0.2], [-0.2, -0.5, 0.6], [-0.2, -0.1, 0.1], [0.6, 0.0, -0.1], [0.1, 0.1, 0.0], [0.0, 0.0, 0.0], [-0.1, 0.0, 0.1], [-0.5, 0.2, 0.5], [0.1, 0.0, 0.0], [0.7, 0.2, -0.9], [0.5, -0.1, -0.4], [-0.3, 0.1, 0.1], [-0.4, -0.3, 0.5], [-0.1, 0.0, -0.2], [-0.1, -0.1, 0.3], [0.2, 0.1, 0.6], [-0.2, 0.7, -0.7], [-1.1, 0.6, 0.8], [0.3, 0.0, 0.0], [0.0, -0.3, -0.6], [0.4, -0.6, -0.1], [0.1, -0.2, -0.1], [-0.4, -0.5, -0.2], [0.2, -0.1, 0.1], [0.1, 0.2, 0.0], [0.0, -0.1, -0.2], [0.6, -0.1, 0.0], [0.2, 0.2, 0.1], [0.1, 0.1, 0.4], [-0.3, 0.0, 0.1], [-0.1, -0.1, 0.0], [0.0, 0.2, -0.1]], "total_charge": -1, "e_above_lowest_kcal_mol": 0.00}

Entry 2:
{"formula": "C31H62F2N3O28S2Zn", "method": "ωB97M-V with the def2-TZVPD basis set", "species": ["Zn", "N", "S", "O", "O", "F", "S", "O", "O", "F", "C", "O", "C", "C", "O", "C", "C", "O", "C", "H", "H", "H", "H", "H", "H", "H", "H", "H", "H", "H", "H", "H", "H", "C", "O", "C", "O", "O", "C", "H", "H", "H", "H", "H", "H", "C", "O", "C", "O", "O", "C", "H", "H", "H", "H", "H", "H", "C", "O", "C", "O", "O", "C", "H", "H", "H", "H", "H", "H", "C", "O", "C", "O", "O", "C", "H", "H", "H", "H", "H", "H", "C", "O", "C", "O", "O", "C", "H", "H", "H", "H", "H", "H", "C", "O", "C", "O", "O", "C", "H", "H", "H", "H", "H", "H", "C", "O", "C", "O", "O", "C", "H", "H", "H", "H", "H", "H", "C", "C", "N", "H", "H", "H", "C", "C", "N", "H", "H", "H"], "positions_angstrom": [[5.468, 0.841, 2.992], [1.330, 1.415, 2.647], [0.242, 1.805, 3.686], [-0.431, 0.729, 4.382], [-0.559, 3.017, 3.415], [1.266, 2.368, 4.754], [0.152, 1.170, 1.446], [-0.281, 2.352, 0.685], [-0.849, 0.134, 1.706], [1.091, 0.460, 0.374], [-0.769, -5.741, -8.949], [-0.147, -4.446, -8.861], [-0.903, -3.469, -8.066], [-0.827, -3.729, -6.517], [-1.625, -4.826, -6.094], [-3.027, -4.627, -6.247], [-3.589, -3.447, -5.481], [-3.341, -2.220, -6.100], [-4.006, -1.163, -5.458], [-0.889, -6.181, -7.959], [-0.151, -6.380, -9.580], [-1.704, -5.762, -9.509], [-1.935, -3.352, -8.397], [-0.404, -2.502, -8.126], [-1.000, -2.778, -6.013], [0.177, -4.057, -6.251], [-3.580, -5.518, -5.951], [-3.224, -4.589, -7.319], [-3.218, -3.406, -4.457], [-4.658, -3.614, -5.346], [-3.537, -1.011, -4.485], [-5.083, -1.297, -5.355], [-3.782, -0.181, -5.876], [10.169, 0.831, -2.013], [9.618, 1.947, -2.611], [8.332, 2.231, -2.308], [7.644, 1.762, -1.373], [7.886, 3.218, -3.040], [8.578, 3.826, -4.115], [10.966, 0.471, -2.663], [9.429, 0.074, -1.749], [10.539, 1.147, -1.038], [9.092, 3.045, -4.675], [9.364, 4.458, -3.700], [7.861, 4.236, -4.826], [3.999, 7.619, 2.338], [4.900, 7.871, 3.398], [5.811, 6.961, 3.739], [5.865, 5.753, 3.406], [6.643, 7.646, 4.511], [7.680, 6.935, 5.182], [3.547, 6.628, 2.288], [4.480, 7.720, 1.365], [3.239, 8.399, 2.379], [8.074, 7.468, 6.047], [8.491, 6.831, 4.461], [7.375, 5.931, 5.476], [3.729, 3.381, -12.410], [2.914, 3.150, -11.272], [3.183, 3.904, -10.129], [3.917, 4.871, -10.014], [2.392, 3.474, -9.160], [2.193, 4.252, -8.007], [3.471, 4.328, -12.884], [3.629, 2.544, -13.101], [4.802, 3.437, -12.226], [2.375, 5.309, -8.203], [2.889, 3.926, -7.234], [1.188, 4.105, -7.614], [-6.476, 6.381, 0.502], [-7.822, 6.439, 0.756], [-8.800, 6.153, -0.183], [-8.529, 5.769, -1.285], [-9.935, 6.269, 0.456], [-11.092, 5.658, -0.073], [-6.246, 7.125, -0.260], [-6.090, 5.412, 0.185], [-5.922, 6.714, 1.380], [-11.957, 6.171, 0.347], [-10.976, 4.587, 0.094], [-11.082, 5.714, -1.162], [3.514, -5.524, 3.862], [3.461, -5.637, 2.441], [4.115, -4.734, 1.635], [4.761, -3.710, 1.974], [4.040, -5.161, 0.382], [5.031, -4.694, -0.552], [4.527, -5.614, 4.256], [2.910, -6.358, 4.219], [3.055, -4.689, 4.392], [4.779, -5.001, -1.568], [6.064, -5.003, -0.397], [5.074, -3.615, -0.697], [0.572, -5.045, 11.430], [-0.154, -4.660, 10.287], [-1.519, -4.847, 10.289], [-2.221, -5.186, 11.186], [-1.863, -4.434, 9.027], [-3.221, -4.219, 8.683], [1.638, -4.826, 11.362], [0.560, -6.129, 11.538], [0.124, -4.635, 12.335], [-3.872, -3.693, 9.381], [-3.720, -5.186, 8.619], [-3.246, -3.677, 7.738], [-10.559, -2.154, -0.533], [-10.311, -0.890, 0.152], [-9.070, -0.624, 0.681], [-8.004, -1.156, 0.347], [-9.178, 0.314, 1.580], [-7.998, 0.656, 2.305], [-9.788, -2.382, -1.268], [-11.518, -2.026, -1.035], [-10.634, -3.080, 0.038], [-8.190, 1.447, 3.031], [-7.180, 1.014, 1.680], [-7.662, -0.198, 2.893], [-3.490, -7.022, 2.510], [-3.403, -8.192, 3.329], [-3.348, -9.127, 4.025], [-4.344, -6.398, 2.771], [-3.759, -7.552, 1.596], [-2.525, -6.518, 2.465], [4.502, 0.991, 12.085], [5.402, 2.136, 12.311], [6.078, 3.050, 12.508], [5.137, 0.177, 11.736], [3.771, 1.204, 11.305], [4.120, 0.529, 12.996]], "forces_ev_per_angstrom": [[-0.2, 0.1, -0.1], [-1.9, -1.0, -2.8], [-2.4, 4.0, 7.0], [1.0, 0.8, -1.2], [1.5, -2.8, -0.3], [0.0, -0.4, -0.1], [-1.6, -1.2, -6.5], [1.3, -2.0, 2.4], [2.0, 2.1, 0.5], [0.2, 0.3, 1.0], [0.5, 0.2, -0.6], [-1.6, 0.7, 1.2], [1.3, -0.8, 0.1], [0.4, -1.5, -0.6], [-0.4, 0.6, 0.3], [0.0, 0.0, -0.2], [-0.2, -0.1, 0.3], [-0.1, 0.2, -1.1], [0.7, 0.9, 1.0], [-0.1, 0.0, 0.1], [0.5, 0.2, 0.4], [-0.5, 0.6, 0.3], [0.0, -0.2, -0.1], [0.2, -0.1, -0.7], [-0.6, 0.0, 0.1], [0.1, 0.2, -0.3], [0.5, -0.2, 0.5], [-0.3, 0.6, -0.2], [0.4, -0.3, 0.2], [-0.4, 0.0, -0.3], [-0.4, -0.4, 0.7], [0.0, -0.2, -0.1], [-0.1, -0.4, -1.0], [0.6, -0.9, 1.6], [-1.8, 0.8, -0.9], [-0.7, -0.3, 2.5], [2.2, 0.7, -2.7], [-1.6, 0.3, 0.1], [1.2, -1.3, -0.5], [-0.1, -0.1, 0.2], [-0.1, -0.1, -0.6], [0.6, -0.1, 0.0], [0.1, 0.0, -0.1], [-0.4, 0.5, -0.3], [0.0, 0.5, 0.7], [-0.4, 0.0, -1.2], [-0.2, -0.5, -0.2], [-0.1, -2.1, -0.8], [-0.1, 3.4, 1.0], [0.2, -0.4, 0.8], [0.8, -0.7, -0.6], [0.0, 0.0, 0.8], [0.4, 0.2, 0.1], [0.0, -0.2, 0.3], [-0.6, 0.3, -0.2], [0.2, -0.1, 0.1], [-0.2, 0.1, 0.0], [0.7, 0.5, -0.6], [0.7, 0.6, 2.1], [0.1, 1.3, -1.0], [-0.6, -1.6, -0.8], [-0.8, -1.3, -0.8], [0.6, 0.6, 0.8], [-0.2, -0.1, -0.1], [-0.6, 0.1, 0.2], [0.0, 0.0, 0.7], [-0.1, -0.1, -0.1], [0.1, 0.0, 0.0], [0.0, -0.1, -0.4], [1.5, 0.8, -1.3], [-2.8, 0.0, 0.8], [3.0, -0.6, 1.1], [-0.8, 0.2, -0.2], [-0.2, 0.8, 0.5], [0.3, -0.5, -1.3], [0.3, -0.1, -0.3], [-0.3, -0.2, 0.0], [-0.4, -0.2, 0.2], [0.2, -0.5, 0.1], [-0.7, 0.0, 0.6], [-0.2, 0.5, -0.1], [-0.1, -0.6, 1.0], [0.5, 1.8, -1.2], [1.9, 1.8, 1.6], [-2.1, -3.0, -0.3], [0.3, -0.4, -0.4], [0.2, 1.0, -1.1], [0.1, -0.1, -0.3], [0.3, -0.2, -0.2], [0.0, 0.7, -1.0], [-0.5, -0.7, 0.4], [-0.3, -0.4, 0.8], [-0.3, 0.2, 0.8], [-0.2, -1.2, 1.0], [-0.8, -0.1, -0.4], [1.3, 1.5, -1.5], [0.0, -0.2, -0.1], [0.3, 0.1, 1.2], [-1.0, -0.8, 0.1], [-0.3, 0.7, -0.4], [-0.3, -0.2, 0.0], [0.2, 0.2, 0.0], [0.7, 0.4, 0.5], [0.0, -0.1, -0.5], [0.2, -0.3, 0.1], [0.4, 0.3, -0.8], [0.8, -0.6, 0.8], [1.4, -2.1, -1.8], [-2.3, 0.7, 0.5], [-0.6, 1.0, 0.6], [0.8, 0.0, 0.6], [0.1, 0.5, -0.1], [0.2, 0.2, 0.0], [0.1, 0.5, 1.0], [-0.7, 0.0, -0.3], [-0.2, -0.3, -0.3], [0.1, -0.1, -0.3], [-0.4, -0.6, -0.8], [0.2, -2.2, 3.1], [-0.1, 1.7, -1.5], [0.3, 0.1, 0.2], [0.2, 0.9, -0.9], [-0.3, 0.1, -0.2], [1.1, -0.5, -0.2], [-0.2, 0.5, 0.5], [-0.5, -0.8, -0.3], [0.1, 0.0, -0.5], [-0.1, 0.0, 0.4], [-0.5, 0.8, 0.1]], "total_charge": 1}

no.,HOMO (eV)
1,-4.37
2,-11.22